(1)
Computed, not measured: a molecular structure, C20H41EuN2P3S at a distorted geometry, with wB97M-V/def2-TZVPD.

The geometry in XYZ format:
```
68
Properties=species:S:1:pos:R:3:mulliken_spin:R:1
C -1.200 -2.737 -4.224 0.073
H -3.341 1.695 -0.474 0.000
Eu 0.099 -0.338 -0.116 4.159
H -3.015 0.383 -1.655 -0.005
H -2.816 -1.648 1.594 0.000
C 1.282 -2.453 2.172 0.000
H 3.351 -0.825 0.966 -0.001
H 2.935 -0.273 2.638 0.000
H -0.994 2.648 2.497 0.000
H 3.700 2.789 0.358 0.009
C -0.573 1.967 -3.135 0.025
C -2.873 1.455 -1.442 0.032
H -0.869 -1.444 3.550 0.000
H -1.875 4.060 -1.363 0.000
H -2.254 -3.003 -4.251 0.004
C 3.271 0.053 1.637 0.012
H 1.999 -4.206 2.985 0.000
P -1.481 0.333 2.001 -0.044
C 2.187 -4.080 -8.579 0.000
H 3.469 1.538 -0.983 -0.003
H -0.039 4.003 -1.139 0.000
C 2.987 2.234 -0.270 0.022
H 1.046 3.198 1.937 0.000
H -0.630 -4.080 -5.814 0.009
H -1.596 0.071 4.330 0.000
P 2.073 1.264 0.971 0.186
H -1.137 3.635 0.274 -0.001
H -1.476 -1.297 -2.637 0.012
H -1.162 2.798 -3.553 0.002
H 2.581 -1.758 -4.106 -0.002
H 1.631 -5.301 0.644 0.000
H -3.519 -0.201 0.775 -0.004
H -3.665 -0.371 2.602 0.006
C 1.534 -2.074 -4.182 0.129
S 1.520 -0.285 -2.426 0.473
H 0.077 -3.981 -8.836 0.000
H -0.764 1.006 -3.648 -0.004
H 2.275 2.894 -0.802 -0.002
H 2.393 -3.102 -9.020 0.000
H 3.050 -4.677 -8.272 0.000
C -1.930 2.065 2.380 0.003
H 2.671 2.712 2.657 0.007
H 1.788 -3.459 -5.745 -0.001
C 1.423 -4.281 0.886 0.001
N 0.842 -2.154 0.954 -0.008
C -1.024 3.601 -0.828 0.001
P -1.078 1.846 -1.365 -0.051
C 0.932 -3.276 0.138 0.000
C 1.066 -3.012 -5.075 -0.035
H -2.547 2.467 1.553 0.000
H 0.520 2.155 -3.174 -0.012
C 0.625 -1.460 -3.293 0.094
H 0.735 -5.557 -8.089 0.000
C 0.935 -4.555 -8.479 0.001
H 4.216 0.612 1.670 0.006
H -2.480 1.964 3.329 0.000
C -0.760 -1.783 -3.313 0.050
C -3.056 -0.574 1.708 0.036
H 0.627 -3.204 -0.905 0.005
H -1.562 -1.060 -0.710 0.621
H 0.163 0.039 3.779 0.000
H 1.351 -1.765 3.014 0.000
C -0.293 -3.344 -5.095 0.171
H -3.275 2.066 -2.262 0.003
C -0.871 -0.334 3.602 -0.001
N 1.644 -3.752 2.174 0.000
H 1.132 1.822 3.132 0.000
C 1.670 2.381 2.344 0.019
```

Results
spin multiplicity	7
charge	+3
orbital gap (spin up / spin down)	6.4 / 2.8	eV
ΔE to the lowest compared entry with this formula, charge and spin	0.00	kcal/mol

***

(2)
Computed, not measured: 4 unconnected molecules or ions with the total composition C20H41F3N2O11SSi at a distorted geometry, with wB97M-V/def2-TZVPD.

The geometry in XYZ format:
```
79
Properties=species:S:1:pos:R:3:mulliken_charge:R:1
H -0.695 2.330 4.476 0.069
C 5.795 -2.912 -2.812 -0.955
H -1.185 1.932 -2.344 0.494
H -0.384 -1.081 8.362 0.359
O -1.880 0.329 3.444 -0.572
H 1.154 2.399 -0.567 0.278
H -0.011 1.444 5.848 0.308
Si -1.553 2.247 0.068 0.226
N -5.417 0.842 -0.060 -0.043
F -1.767 6.497 1.730 -0.200
O 3.526 -4.453 -5.449 -0.549
O -2.530 4.401 -3.039 -0.428
C 1.016 1.359 -0.259 -0.228
N -0.298 1.131 0.419 -0.031
C 2.481 -4.712 -4.915 0.731
O 0.275 4.600 0.870 -0.675
C 5.523 -0.403 -0.759 0.809
C -4.016 0.985 -0.305 -0.006
O 5.239 0.010 0.331 -0.551
H 5.106 -0.917 -3.334 0.325
H -0.134 1.178 1.425 -0.012
F -3.362 5.036 1.834 -0.216
H -5.784 0.495 2.018 0.321
O -1.085 3.548 2.682 -0.662
H -2.806 5.155 -2.498 0.326
H 5.479 -3.730 -2.164 0.240
H 3.835 -2.060 -2.975 0.158
C 6.783 0.016 -1.480 -1.099
O 1.373 -4.790 -5.674 -0.360
O -1.068 -0.897 5.059 -0.382
H 7.592 -0.643 -1.167 0.287
H 5.815 -3.271 -3.841 0.343
C -5.675 -0.050 1.073 -0.954
H 7.023 1.029 -1.172 0.328
H 3.022 1.652 0.494 0.279
O 4.700 -1.310 -1.326 -0.355
H 6.709 -0.009 -2.564 0.357
H -0.729 3.557 -1.848 0.545
C 2.194 0.956 0.638 -1.082
C -2.252 5.393 1.197 0.595
H 6.808 -2.632 -2.520 0.358
H -1.403 0.141 7.595 0.278
H 1.586 -5.542 -3.085 0.347
H -7.130 2.030 -0.216 0.326
F -2.566 5.615 -0.085 -0.226
S -0.979 4.030 1.314 1.023
O -3.485 0.481 -1.269 -0.580
H -1.660 -4.480 -4.215 0.349
H -3.747 2.540 1.209 0.434
H -1.723 1.896 5.846 0.268
H -0.411 -5.623 -6.038 0.297
H 0.117 -2.089 6.144 0.312
H -4.864 -0.774 1.175 0.376
C -0.680 -4.119 -4.527 -0.909
H 1.021 0.720 -1.144 0.310
H -0.173 -3.712 -3.652 0.241
H 1.923 0.989 1.695 0.351
H -0.820 -3.307 -5.240 0.296
C -3.205 1.720 0.731 -0.051
C 4.836 -1.749 -2.683 -0.265
C -6.081 2.135 0.069 -0.941
H -6.588 -0.621 0.890 0.327
C -1.023 -0.876 7.503 -0.957
H 0.627 -0.414 6.166 0.356
C -1.303 0.306 4.500 0.665
O -2.755 3.305 -2.133 -0.235
H -1.873 -1.556 7.530 0.291
C -0.245 -1.066 6.218 -0.399
C -0.892 1.566 5.224 -0.598
H 2.217 -3.888 -2.974 0.158
H 2.578 -0.034 0.399 0.211
C 2.374 -4.871 -3.416 -0.822
C 0.113 -5.240 -5.164 -0.386
H -5.638 2.849 -0.630 0.288
C -1.496 2.783 -1.727 -0.807
H -6.038 2.543 1.087 0.355
H 0.253 -6.082 -4.484 0.362
H -3.001 1.014 1.547 0.305
H 3.320 -5.269 -3.057 0.276
```

Results
SMILES	CCN[Si@@](COO)(CC(=O)N(C)C)S(=O)(=O)C(F)(F)F.CCOC(C)=O.CCOC(C)=O.CCOC(C)=O
orbital gap	9.6	eV

***

(3)
Computed, not measured: a molecular structure, C20H41GaNO3 at a distorted geometry, with wB97M-V/def2-TZVPD.

The geometry in XYZ format:
```
66
Properties=species:S:1:pos:R:3:nbo_charge:R:1
H -5.251 -1.747 -2.306 0.264
C -5.956 -0.824 -2.068 -0.737
H 0.852 1.676 2.589 0.204
H -5.625 -0.511 2.669 0.209
H 0.857 3.649 0.894 0.163
H 5.551 0.742 1.203 0.213
H -3.003 3.846 -0.442 0.251
H 6.493 1.726 -0.110 0.207
C 0.806 1.428 1.424 -0.948
C 3.332 -3.037 0.788 -0.408
H -6.778 -0.800 -2.921 0.244
H -0.443 -0.079 -1.536 0.224
C -4.163 -1.276 0.949 -0.456
H 5.018 -2.162 -1.446 0.206
H 6.024 -2.833 0.082 0.200
H 3.678 -3.736 -0.112 0.182
H 0.563 2.889 -3.736 0.214
C 1.700 -2.719 0.613 -0.401
N 0.081 2.410 -0.820 -0.516
O -1.760 2.155 -2.459 -0.597
H 3.451 -0.841 0.090 0.211
H 7.457 -0.835 0.044 0.195
H -2.028 -0.836 -0.835 0.198
H 2.449 2.416 -3.629 0.209
H 3.581 -3.622 1.770 0.199
H 1.050 1.150 -3.194 0.242
Ga -0.246 -0.340 1.225 1.523
O -6.409 -0.202 0.605 -0.569
C 5.770 0.806 0.031 -0.638
H -3.837 -0.276 0.397 0.234
H 1.541 3.994 -1.539 0.170
C -2.046 4.248 -1.031 -0.747
H 6.681 -0.465 -1.656 0.195
H -1.739 -0.365 3.554 0.198
C 4.156 -1.620 0.644 -0.430
H -6.247 -2.047 1.765 0.193
C -1.994 -0.361 2.404 -0.948
H -0.903 2.925 1.144 0.210
H 1.623 -2.044 -0.347 0.199
C 1.321 2.844 -1.571 -0.213
C 5.424 -1.910 -0.361 -0.411
H 4.737 0.993 -0.519 0.218
C -5.648 -1.029 1.600 -0.085
H 1.181 -3.764 0.515 0.196
H -1.437 5.014 -0.390 0.228
H 1.927 1.191 1.091 0.198
C -2.984 -1.648 2.026 -0.416
C 0.152 2.721 0.658 -0.236
H 2.239 2.311 -1.025 0.214
O -7.683 -1.913 -0.532 -0.603
H -5.323 0.161 -2.176 0.251
C 1.384 2.294 -3.138 -0.644
H -3.387 -2.194 3.008 0.187
H -2.481 4.705 -2.037 0.248
C -0.846 -0.794 -0.701 -1.229
H -4.218 -2.182 0.183 0.208
H -2.553 0.650 2.152 0.183
C -1.200 2.896 -1.462 0.712
C 1.068 -1.862 1.861 -0.952
H -2.284 -2.454 1.500 0.206
H 4.456 -1.136 1.673 0.212
H 1.991 -1.328 2.397 0.186
C 6.440 -0.610 -0.511 -0.411
H -0.457 -1.884 -0.992 0.197
H 0.587 -2.565 2.663 0.199
C -6.688 -0.987 -0.610 0.798
```

Results
charge	-1
orbital gap	7.5	eV

***

The following energy values (in hartree) correspond, in order, to the records above: -3027.57333; -2711.01071; -2991.53750.